# 1
Computed, not measured: a 10-piece molecular cluster, C36H44Cl12N4O8 overall in a non-equilibrium geometry, with the ωB97M-V functional and the def2-TZVPD basis.

The geometry in XYZ format:
```
104
Properties=species:S:1:pos:R:3:forces:R:3:mulliken_charge:R:1
Cl -0.78177 5.98152 -2.52645 0.0 -0.2 -0.1 -0.205
C -1.45556 4.35740 -2.25169 0.0 -0.8 -0.4 -0.438
C -2.13779 4.25030 -0.91225 -0.3 -0.3 -0.1 0.394
Cl -1.02521 3.71341 0.38596 -0.1 0.2 0.0 -0.077
H -0.66875 3.61366 -2.38889 0.2 0.2 0.4 0.211
H -2.14631 4.06334 -3.04560 -0.2 0.7 0.0 0.395
H -2.92545 3.49850 -0.92249 0.1 0.0 -0.2 -0.809
H -2.59917 5.19640 -0.64009 0.2 0.0 0.2 0.540
Cl 5.47126 -3.67684 -0.43745 0.0 0.2 0.1 -0.148
C 5.89122 -1.99383 -0.85410 0.2 0.4 0.1 -0.223
C 7.10151 -1.93938 -1.76223 -0.5 -0.1 -0.2 -0.628
Cl 8.58162 -2.53189 -0.98745 0.0 0.1 0.1 -0.186
H 6.05277 -1.40975 0.05131 0.1 -0.3 0.2 0.409
H 5.03804 -1.52465 -1.34680 0.0 -0.3 -0.2 0.085
H 7.24116 -0.91119 -2.09174 0.2 0.0 0.1 0.391
H 6.91956 -2.56793 -2.63202 0.1 0.0 0.0 0.331
Cl -0.17604 0.65670 3.58307 0.0 0.0 -0.3 -0.122
C -1.92620 0.77617 3.97721 0.2 -0.4 0.6 -0.589
C -2.70003 -0.29097 3.23626 -0.5 0.9 -0.5 0.398
Cl -4.46793 -0.04390 3.50373 0.2 -0.1 0.3 -0.192
H -2.25630 1.78274 3.74594 0.0 0.0 -0.1 0.283
H -1.95018 0.60638 5.05041 -0.3 0.1 0.0 0.382
H -2.42711 -1.29918 3.51995 0.0 0.0 0.0 0.283
H -2.63100 -0.12007 2.16742 0.5 -0.4 -0.1 -0.412
Cl -2.51554 0.82278 -2.68469 -0.3 -0.1 -0.3 0.045
C -1.96683 -0.44759 -3.83752 0.7 0.3 0.1 -0.402
C -0.58387 -0.02729 -4.35053 -0.5 -0.9 0.4 -0.184
Cl -0.67795 1.41947 -5.36671 0.2 0.0 0.1 -0.169
H -2.68682 -0.59578 -4.63651 -0.1 0.3 0.0 0.405
H -1.89646 -1.36311 -3.25334 0.1 0.0 0.0 -0.082
H -0.12990 -0.83190 -4.92943 -0.2 0.1 -0.2 0.345
H 0.04315 0.11078 -3.47058 0.2 0.5 -0.2 0.056
Cl 4.46047 -1.91220 2.44525 0.1 -0.1 -0.1 -0.164
C 3.09757 -1.22957 3.34469 -0.5 -0.1 0.0 -0.003
C 2.97416 -1.78534 4.73994 -0.4 0.5 0.5 -0.429
Cl 4.32018 -1.32118 5.81133 0.1 0.0 -0.1 -0.204
H 2.17129 -1.47159 2.81831 0.1 -0.1 -0.1 -0.069
H 3.17796 -0.14524 3.32305 0.2 0.0 0.2 0.254
H 2.85149 -2.86158 4.81017 0.2 -0.1 -0.4 0.384
H 2.08234 -1.33933 5.18578 0.0 0.0 -0.1 0.232
Cl -3.15986 -3.50963 2.40525 0.0 -0.1 -0.2 -0.148
C -3.51116 -4.79071 1.20285 0.1 -0.4 0.5 -0.337
C -3.14562 -6.16374 1.74478 -0.3 0.0 -0.3 -0.459
Cl -1.44200 -6.29085 2.22247 0.0 0.0 0.2 -0.174
H -2.96878 -4.55282 0.29549 -0.1 0.1 -0.1 0.107
H -4.59019 -4.76919 1.07688 0.0 0.1 -0.3 0.352
H -3.28144 -6.92900 0.98104 -0.1 0.2 -0.2 0.326
H -3.81727 -6.42820 2.55934 0.4 0.1 0.3 0.337
C -5.38850 2.11694 -1.18290 0.1 -0.5 -0.4 -0.593
C -5.90321 3.26704 -1.76026 -0.6 0.5 0.8 -0.580
C -6.08277 4.38935 -0.95078 0.2 0.1 0.2 -0.398
C -5.61585 4.36825 0.36381 -0.2 -0.7 -0.9 -0.184
C -5.04696 3.23050 0.90509 0.7 0.2 0.3 -0.010
C -4.91373 2.09746 0.11817 -0.3 0.2 0.0 -0.318
N -5.75818 5.56701 1.18252 -0.2 0.2 0.2 1.033
O -5.34844 5.52622 2.32284 0.1 -0.1 0.2 -0.615
O -6.28842 6.53530 0.67935 0.0 0.1 -0.1 -0.615
H -5.37570 1.19009 -1.74399 0.2 0.1 -0.1 0.534
H -6.26843 3.29467 -2.77596 0.0 -0.1 -0.1 0.467
H -6.61145 5.27389 -1.27732 0.2 0.0 -0.2 0.486
H -4.62674 3.27619 1.90162 -0.2 -0.1 0.0 0.549
H -4.45216 1.19645 0.49917 -0.1 0.0 0.1 0.211
C 1.66828 -3.92375 -3.03254 0.0 0.0 0.8 -0.662
C 2.96324 -4.37798 -2.79965 0.2 0.1 -0.4 -0.133
C 3.19884 -5.67825 -2.40013 -0.2 -0.8 0.5 -0.725
C 2.11137 -6.49511 -2.10744 0.0 0.3 0.0 0.011
C 0.82494 -6.02510 -2.21350 -0.9 0.3 -0.5 -0.409
C 0.59709 -4.74855 -2.71182 0.3 0.1 -0.1 -0.293
N 2.30603 -7.87174 -1.60170 0.0 0.3 0.0 1.025
O 3.44251 -8.25048 -1.42732 0.2 -0.1 -0.1 -0.611
O 1.30850 -8.52272 -1.37303 0.0 -0.1 0.0 -0.599
H 1.49595 -2.88822 -3.29634 0.0 0.0 -0.2 0.500
H 3.81909 -3.72814 -2.92426 -0.1 0.1 -0.2 0.482
H 4.18500 -6.09527 -2.24338 0.1 0.2 -0.1 0.513
H -0.05214 -6.61041 -1.97896 0.3 -0.3 0.2 0.496
H -0.42169 -4.39703 -2.81242 0.0 0.0 0.0 0.393
C 2.36458 6.09185 3.10170 -0.9 0.2 0.3 -0.433
C 1.81620 4.87077 2.72780 0.9 0.0 -0.3 -0.714
C 1.94108 4.46718 1.40365 0.0 -0.3 0.1 0.409
C 2.46248 5.34120 0.47152 0.3 0.3 0.6 -0.066
C 2.96158 6.58113 0.84073 -0.5 0.5 -0.5 -0.445
C 2.88441 6.97255 2.16235 0.3 -0.4 0.3 -0.465
N 2.53360 4.93572 -0.93101 0.1 -0.4 -0.1 1.105
O 2.78118 5.77536 -1.76247 0.1 0.2 -0.1 -0.602
O 2.34874 3.75524 -1.17922 -0.1 -0.1 0.0 -0.607
H 2.26359 6.40656 4.13420 0.2 0.0 0.0 0.363
H 1.42001 4.19785 3.47470 -0.1 0.0 0.0 0.465
H 1.68805 3.46659 1.08908 -0.3 0.1 0.0 0.125
H 3.29999 7.27355 0.08115 0.2 -0.2 0.0 0.446
H 3.25772 7.92959 2.49821 0.0 0.1 -0.2 0.388
C 2.34502 -0.48764 -0.01516 -0.2 0.9 0.1 -0.648
C 2.01963 -1.82810 -0.11583 -0.3 0.1 0.3 -0.471
C 0.67335 -2.17468 -0.19333 -0.2 -0.4 -0.3 -1.047
C -0.30682 -1.19657 -0.22064 0.9 0.2 0.4 -0.455
C 0.02612 0.14730 -0.10728 -0.5 0.5 -0.6 0.664
C 1.35163 0.50331 -0.03857 0.7 -0.6 0.1 -0.510
N -1.69953 -1.60243 -0.35554 0.1 0.2 -0.2 1.074
O -1.92523 -2.69912 -0.84015 -0.1 -0.1 0.0 -0.593
O -2.54623 -0.80257 -0.02960 -0.3 -0.1 0.2 -0.503
H 3.35353 -0.11776 0.12744 0.2 -0.4 -0.2 0.532
H 2.79123 -2.58574 -0.07782 -0.1 -0.1 0.0 0.706
H 0.34203 -3.20197 -0.26349 0.2 -0.1 0.0 0.577
H -0.69650 0.94912 -0.19164 -0.3 -0.3 0.2 0.405
H 1.65485 1.54094 -0.00900 -0.2 0.1 0.0 0.256
```
Positions in Å, forces in eV/Å.

Summary:
Gap between HOMO and LUMO, hartree: 0.3365
Energy above the lowest of the compared OMol25 structures with the same formula, charge and spin, kcal/mol: 0.00
LUMO, eV: -1.01
Molecular weight, g mol⁻¹: 1086.20
E_tot, hartree: -7741.10351

=====

# 2
Computed, not measured: C36H44ClF10I2NO12S as an isolated structure in a non-equilibrium geometry, with the ωB97M-V functional and the def2-TZVPD basis.

The geometry in XYZ format:
```
107
Properties=species:S:1:pos:R:3:forces:R:3:mulliken_charge:R:1
C 3.67435 2.92294 1.30885 0.6 -0.2 -0.7 -1.187
C 3.32600 2.79965 -0.32827 -1.4 1.3 1.9 -0.254
C 4.46286 1.93449 -1.07971 0.5 1.8 2.2 -1.051
Cl 5.38152 3.35722 -1.95567 -0.3 -1.5 0.2 -0.156
C 4.18481 0.61381 -1.97560 0.7 1.1 -1.4 0.356
C 5.03515 0.77603 -3.36749 -1.6 -0.9 -2.5 -0.699
C 6.62460 0.67718 -3.43531 2.5 -0.1 -1.1 -0.071
C 7.57954 0.79663 -2.14828 1.4 -0.6 1.0 -0.999
O 7.09201 1.77134 -4.36224 0.1 -1.2 -0.1 -0.534
O 4.88387 -0.40996 -1.18509 -0.7 -1.5 -1.0 -0.525
S 5.04951 -1.93412 -1.71019 6.9 -5.4 3.6 1.946
O 5.24722 -2.81036 -0.39992 -2.4 3.7 -4.1 -0.685
O 6.37149 -2.31767 -2.49238 -5.1 2.8 1.6 -0.719
C 3.56424 -2.46207 -2.68473 -0.9 -1.0 -0.8 -1.991
I 4.44461 -3.04861 -4.69609 -0.6 0.7 0.3 0.255
C 3.11094 -3.95284 -2.22532 0.2 -1.6 -2.3 -0.619
I 2.13758 -4.25804 -0.31368 -0.2 0.7 -0.6 0.063
C 4.29075 -5.12346 -2.40709 0.1 -1.6 1.2 -0.153
C 4.24847 -6.29346 -1.22687 1.6 -1.0 -1.1 -1.325
C 2.43680 -1.32244 -3.00727 1.0 1.9 -2.9 0.419
C 0.95838 -1.92538 -3.21542 -1.5 -2.7 0.0 -1.234
C -0.40445 -1.07370 -3.13275 -1.3 0.8 -1.4 -0.063
C -1.77105 -1.95096 -2.73133 0.4 -0.3 -2.9 0.493
F -2.89255 -1.31616 -3.52169 2.9 -1.8 2.8 -0.325
F -1.71046 -3.36215 -3.26834 -0.2 4.4 2.0 -0.341
C -2.12818 -1.92925 -1.13807 -0.3 -3.2 1.8 0.638
F -1.00675 -1.58525 -0.23409 -3.4 -0.9 -3.2 -0.205
F -2.50018 -3.35255 -0.78607 1.1 4.5 -0.9 -0.323
C -3.41145 -1.02011 -0.69704 -2.4 -1.3 2.5 0.545
F -4.73000 -1.51673 -1.24355 4.8 1.9 1.5 -0.261
F -3.54610 -1.20414 0.79812 0.6 0.6 -4.9 -0.259
C -3.27225 0.59092 -0.92841 -1.5 3.9 0.3 0.649
F -4.07267 1.23456 0.18151 3.1 -2.6 -4.2 -0.797
F -3.89993 1.09753 -2.18953 2.6 -2.1 4.5 -0.237
F -1.90794 1.14664 -0.80005 -4.6 -2.2 -0.7 -0.164
C 2.58500 0.15900 -2.22543 0.3 -0.7 1.1 1.987
C 1.80620 -0.20926 -0.79031 -1.8 -0.6 0.8 -0.670
N 2.49831 -0.00303 0.50637 -1.3 1.0 1.3 0.364
C 2.41185 -1.14619 1.48404 0.3 -0.8 1.2 -0.645
C 1.83079 1.36620 -3.06939 -1.9 0.8 -0.4 0.834
F 2.50906 2.67029 -3.20203 -0.4 -2.4 1.3 -0.408
C 1.37883 1.19342 -4.60561 -0.6 0.9 -1.8 -0.588
C 2.35696 1.93836 -5.74027 -1.1 -0.8 -1.0 -1.065
H 3.90299 1.84470 1.76725 -0.6 2.5 -0.9 0.266
H 4.64533 3.59195 1.37928 -1.9 -1.4 0.0 0.340
H 2.81203 3.47802 1.88066 1.6 -1.2 -1.1 0.323
H 3.26018 3.95362 -0.64333 0.4 -2.9 0.2 0.499
H 2.21751 2.44603 -0.41117 2.1 0.2 -0.1 -0.074
H 5.25436 1.71638 -0.20404 -1.9 -0.1 -2.3 0.632
H 4.67911 -0.12658 -4.06893 0.7 1.7 1.6 0.039
H 4.69150 1.70257 -4.04330 0.8 -1.8 2.1 0.672
H 6.98328 -0.30511 -4.01821 -1.4 1.9 1.6 0.469
H 8.19390 -0.21868 -2.02333 -1.5 2.1 -0.2 0.242
H 7.09029 1.00729 -1.11328 0.7 -0.4 -2.0 0.110
H 8.41423 1.63237 -2.31550 -2.1 -1.7 0.2 0.313
H 7.91711 1.46239 -4.84098 -1.6 0.3 1.1 0.382
H 2.31098 -4.31330 -3.04086 1.6 1.2 2.0 0.614
H 5.38106 -4.71030 -2.34495 -2.2 -0.5 -0.4 0.241
H 4.10676 -5.76030 -3.40227 0.4 1.9 2.1 0.337
H 4.64441 -5.93617 -0.18615 -1.2 -0.5 -2.0 0.323
H 3.26084 -6.91771 -1.20622 1.8 1.5 0.2 0.344
H 5.07769 -7.07544 -1.59638 -1.7 1.6 0.7 0.371
H 2.75574 -1.02354 -4.12623 -0.8 -0.6 2.6 0.884
H 0.66953 -2.85075 -2.51048 1.4 2.0 -1.2 0.111
H 0.94409 -2.44145 -4.29768 0.1 1.2 2.4 0.261
H -0.43156 -0.13799 -2.44320 0.3 -1.8 -1.1 -0.507
H -0.64946 -0.67822 -4.23316 0.3 -0.8 2.6 0.471
H 0.76032 0.36514 -0.70241 2.2 -1.0 -0.7 -0.188
H 1.49266 -1.34860 -0.70040 0.7 2.2 -1.1 -0.494
H 1.96253 0.77325 1.00242 1.3 -1.2 -1.0 0.479
H 1.37706 -1.73877 1.45102 2.1 1.3 0.1 0.107
H 2.53918 -0.68033 2.56785 -0.3 -1.0 -2.3 0.365
H 3.29701 -1.91941 1.36246 -1.8 1.6 0.0 0.152
H 0.83630 1.62305 -2.45496 2.3 -0.5 -1.2 0.069
H 1.19487 0.13620 -5.03745 0.4 1.6 1.2 0.172
H 0.33893 1.77230 -4.72696 2.2 -1.3 0.4 0.357
H 2.31007 3.10543 -5.69825 0.4 -2.4 0.2 0.279
H 3.43082 1.47990 -5.79374 -2.0 1.2 0.3 0.232
H 1.84402 1.64577 -6.78008 1.1 0.6 2.2 0.387
C -6.31265 4.57086 2.77519 -0.2 0.3 0.4 -0.773
C -5.62894 3.46040 2.49211 0.0 0.0 -2.1 0.422
C -5.10853 2.57605 3.57134 0.5 -0.8 0.4 0.902
O -4.50014 1.55230 3.28012 -0.5 0.8 0.0 -0.575
C -5.34664 2.97798 4.96646 0.2 -0.2 -0.3 -0.906
C -6.02737 4.09029 5.24932 0.0 0.0 1.7 0.306
C -6.57128 4.95959 4.17014 -0.6 0.9 -0.6 0.905
O -7.20882 5.96600 4.46139 0.5 -0.8 0.1 -0.615
O -6.25242 4.47538 6.55823 -0.1 0.1 -1.9 -0.596
O -5.37967 3.08995 1.18339 -0.1 0.1 2.4 -0.509
H -6.69855 5.22158 2.00061 0.0 0.0 0.1 0.439
H -4.94760 2.33567 5.74102 0.1 0.0 -0.1 0.630
H -6.76693 5.30987 6.49984 0.1 -0.3 0.0 0.348
H -4.87042 2.25237 1.24185 -0.4 0.6 0.1 0.499
C -9.25671 -0.51369 6.42674 0.1 0.4 0.0 -1.007
C -8.97694 -1.73350 6.88991 -1.5 -1.1 -0.5 0.366
C -7.71150 -2.01070 7.62437 0.8 -0.5 0.5 0.912
O -7.49074 -3.13726 8.05466 -0.4 0.7 -0.4 -0.606
C -6.76051 -0.90218 7.80159 -0.1 -0.4 0.0 -0.743
C -7.03892 0.31672 7.33532 1.5 1.0 0.5 0.451
C -8.31635 0.59994 6.62532 -0.8 0.6 -0.6 0.890
O -8.55213 1.73474 6.22430 0.5 -0.7 0.4 -0.567
O -6.14848 1.36242 7.49600 -1.7 -1.0 -0.5 -0.600
O -9.85474 -2.78579 6.70478 1.7 0.9 0.6 -0.563
H -10.17373 -0.29769 5.89314 0.1 0.0 0.0 0.416
H -5.83678 -1.12155 8.32151 -0.1 0.0 0.0 0.434
H -6.57869 2.13840 7.07495 0.1 -0.2 0.3 0.213
H -9.42720 -3.56022 7.13109 -0.2 0.3 -0.2 0.348
```
Positions in Å, forces in eV/Å.

Summary:
Gap between HOMO and LUMO, hartree: 0.2824
LUMO, eV: -1.70
Molecular weight, g mol⁻¹: 1194.05
E_tot, hartree: -4807.56432

=====

# 3
Computed, not measured: C36H44CuN2Si as an isolated structure in a non-equilibrium geometry, with the ωB97M-V functional and the def2-TZVPD basis.

The geometry in XYZ format:
```
84
Properties=species:S:1:pos:R:3:forces:R:3:mulliken_charge:R:1
C 1.49978 -2.61270 0.83099 0.1 -0.1 -0.9 -0.674
C 1.29912 -2.33601 -0.56413 1.1 -0.5 0.4 -0.395
C 2.25256 -1.29197 -0.93608 -0.1 -0.4 0.2 -0.774
H 0.70241 -2.90901 -1.26794 0.0 0.1 0.2 0.628
C 3.01859 -0.98849 0.23840 0.3 -0.6 0.2 -0.676
C 2.55772 -1.80196 1.30122 0.3 0.3 -0.7 -0.486
H 2.98431 -1.83130 2.30524 -0.3 0.2 -0.3 0.489
H 0.94703 -3.35104 1.41002 0.1 0.2 -0.2 0.455
H 2.47193 -0.98809 -1.95711 0.2 -0.1 0.2 0.709
H 3.84568 -0.28279 0.28393 -0.2 -0.2 0.0 0.483
Cu 0.53691 -0.49230 -0.20039 -0.4 0.6 0.1 -0.677
C -0.28633 1.33917 -2.74432 0.1 -2.0 2.0 0.752
H 0.59273 1.93322 -2.46606 -0.1 -0.1 -0.4 -0.044
H -1.24776 1.79989 -2.51440 0.2 -0.2 -0.5 0.364
H -0.21112 0.51397 -1.97643 0.3 -0.2 0.1 -0.820
Si -0.08081 1.69644 -4.64753 -0.7 3.1 -3.1 0.574
C -0.73224 0.50842 -5.91518 -0.2 -0.4 0.4 0.148
C -0.10891 -0.70887 -6.24688 -0.3 0.2 -0.3 0.021
H 0.76384 -1.04859 -5.68074 -0.2 0.1 -0.3 0.413
C -0.61107 -1.47167 -7.30735 0.2 0.0 0.2 -0.604
H -0.10795 -2.39872 -7.58442 -0.2 0.2 0.1 0.378
C -1.73506 -1.04429 -8.02002 0.0 0.4 0.3 -0.385
H -2.11793 -1.63635 -8.85103 0.1 0.1 0.2 0.385
C -2.37557 0.14940 -7.66184 0.0 -0.1 0.0 -0.589
H -3.24770 0.49558 -8.21905 0.2 -0.2 0.2 0.377
C -1.89321 0.91201 -6.59556 0.2 -0.2 -0.2 -0.484
H -2.39388 1.83053 -6.27923 0.1 -0.3 -0.3 0.302
C 1.60663 2.32066 -5.08508 0.4 0.0 0.2 0.834
C 1.97921 2.24865 -6.44332 0.2 -0.1 0.2 -0.338
H 1.26303 1.89280 -7.18697 0.3 0.0 0.2 0.316
C 3.26755 2.60956 -6.84705 -0.1 0.1 0.1 -0.569
H 3.54949 2.51513 -7.89521 -0.1 0.1 0.2 0.369
C 4.19510 3.07878 -5.91220 -0.4 -0.2 0.1 -0.449
H 5.19926 3.36367 -6.22796 -0.3 -0.1 0.1 0.377
C 3.82186 3.18542 -4.56968 -0.2 0.1 0.1 -0.612
H 4.54109 3.54230 -3.83286 -0.2 0.0 -0.2 0.389
C 2.53293 2.83466 -4.15496 0.0 -0.2 -0.5 -0.511
H 2.24457 2.94990 -3.10857 0.3 -0.1 -0.2 0.265
H -0.21103 0.50483 -3.60739 -0.4 0.0 2.4 0.214
H -1.15479 2.73139 -4.39769 0.6 -0.3 -0.8 -0.240
C 1.47173 0.30445 6.34052 0.1 0.1 0.0 -2.097
C 2.24834 1.18844 5.35975 -0.2 0.1 -0.1 2.081
C 2.31192 2.62275 5.90197 -0.1 0.1 0.1 -1.643
C 3.67552 0.63375 5.22289 0.0 -0.2 0.0 -1.542
C 1.58302 1.19945 3.98048 -1.3 -0.8 0.5 0.564
C 2.24127 1.80241 2.89898 0.6 0.4 -1.4 -0.789
C 1.79078 1.57448 1.59857 -0.6 -0.3 1.2 -0.568
N 0.69798 0.82947 1.34219 1.0 1.2 0.0 -0.422
C -0.04991 0.38123 2.39118 -1.1 -0.5 -0.4 -0.076
C 0.35795 0.57173 3.72653 0.9 0.4 0.3 0.129
C -1.19409 -0.43446 2.00396 1.2 0.7 0.5 -0.753
C -2.21179 -0.85273 2.87962 -0.8 -0.6 -0.1 0.734
C -3.19880 -1.72612 2.42173 0.4 0.7 1.0 0.561
C -3.12028 -2.16871 1.08887 0.4 -0.3 -1.4 -0.857
C -2.09140 -1.71328 0.26230 -0.6 0.4 1.4 -0.703
N -1.17526 -0.83427 0.70330 -1.3 -0.6 -1.1 -0.201
C -4.37311 -2.20010 3.29086 0.3 0.1 -0.2 2.006
C -5.68430 -1.71462 2.65505 0.0 0.1 0.0 -1.635
C -4.37637 -3.73398 3.35329 0.1 -0.1 0.1 -1.580
C -4.26342 -1.64077 4.71075 -0.1 -0.1 0.0 -2.044
H 1.97911 0.28732 7.31308 -0.1 0.0 -0.1 0.422
H 1.41428 -0.72494 5.96570 -0.1 0.2 0.1 0.441
H 0.45783 0.69099 6.49273 0.1 -0.1 0.0 0.379
H 2.78251 2.63726 6.89342 0.0 0.0 -0.1 0.445
H 2.88831 3.27574 5.23726 -0.1 -0.1 0.1 0.303
H 1.30003 3.03620 5.99684 0.2 0.0 0.0 0.374
H 3.64928 -0.38254 4.80941 0.0 0.2 0.0 0.284
H 4.29079 1.25633 4.56537 -0.1 -0.1 0.1 0.326
H 4.15918 0.58943 6.20591 -0.1 0.0 -0.1 0.431
H 3.14989 2.39329 3.04170 -0.3 -0.3 0.0 0.306
H 2.33732 1.96137 0.73848 -0.1 -0.1 0.2 0.468
H -0.26587 0.13097 4.51033 0.5 0.1 -0.2 0.299
H -2.19643 -0.44868 3.89461 -0.2 -0.3 -0.4 0.371
H -3.84980 -2.86889 0.67772 0.2 0.2 0.2 0.330
H -1.99468 -2.04480 -0.77102 0.0 0.0 0.2 0.309
H -5.81949 -2.12653 1.64875 0.0 0.1 0.2 0.329
H -6.54065 -2.01603 3.26809 0.1 0.0 -0.1 0.450
H -5.68578 -0.61963 2.57900 0.0 -0.2 0.0 0.358
H -3.44142 -4.09658 3.79924 -0.2 0.0 -0.1 0.365
H -5.20883 -4.08665 3.97332 0.1 0.0 -0.1 0.446
H -4.47709 -4.18020 2.35840 0.0 0.1 0.2 0.292
H -3.34716 -1.99866 5.19619 -0.2 0.1 0.0 0.393
H -4.25980 -0.54489 4.69675 0.0 -0.2 0.1 0.387
H -5.11927 -1.97124 5.31078 0.1 0.0 -0.1 0.415
```
Positions in Å, forces in eV/Å.

Summary:
Gap between HOMO and LUMO (spin up / spin down), hartree: 0.0911 / 0.1610
LUMO (spin up / spin down), eV: -1.03 / -1.01
2S+1: 2
⟨S²⟩: 0.767
Molecular weight, g mol⁻¹: 596.39
E_tot, hartree: -3437.46324

=====

- Which of these has the lowest E_tot?
  C36H44Cl12N4O8